Below is a cluster of 2 separate species, C7H13N2O6 in total, with properties calculated with ωB97M-V/def2-TZVPD.

Computed properties:
HOMO level ... -13.9876 eV
Kohn-Sham gap ... 9.35 eV
Calculated total energy ... -22724.8271 eV

Structure (ORCA input):
```
! wB97M-V def2-TZVPD RIJCOSX def2/J DEFGRID3
* xyz 1 1
O 0.49 0.37 2.58
C 0.12 1.40 2.11
C -0.21 1.50 0.63
N -1.39 2.40 0.36
C -2.54 2.34 1.36
O -3.71 2.60 0.69
N -4.56 1.28 0.52
O -4.71 1.06 -0.57
H 0.03 2.31 2.73
H 0.65 1.89 0.08
H -0.44 0.51 0.25
H -1.09 3.37 0.25
H -1.79 2.14 -0.55
H -2.53 1.34 1.81
H -2.37 3.11 2.11
C 0.91 -3.34 -0.37
C 1.40 -2.27 -1.31
C 2.87 -2.32 -1.68
O 3.15 -0.93 -1.96
C 2.30 -0.19 -1.25
O 2.36 0.99 -1.08
O 1.33 -0.96 -0.71
H 1.55 -3.41 0.51
H -0.10 -3.12 -0.03
H 0.90 -4.30 -0.88
H 0.79 -2.24 -2.22
H 3.11 -2.92 -2.54
H 3.49 -2.62 -0.83
*
```

=====

Below is the ion C7H13N2OS with charge +1 at a distorted geometry, with properties calculated with ωB97M-V/def2-TZVPD.

Computed properties:
Energy above the lowest of the compared OMol25 structures with the same formula, charge and spin ... 40.4 kcal/mol
HOMO level ... -12.6858 eV
Kohn-Sham gap ... 8.98 eV
Calculated total energy ... -23324.6809 eV
Structure (SMILES) ... CS[C@]1(C(C)=O)CN(C)C=[NH+]1

Structure (ORCA input):
```
! wB97M-V def2-TZVPD RIJCOSX def2/J DEFGRID3
* xyz 1 1
C -1.25 -0.33 1.33
C 1.85 -1.09 0.19
C -0.73 -0.42 -0.85
C 0.65 -0.09 0.10
C 2.96 -0.92 -0.80
C -3.09 -1.01 -0.26
C 0.37 2.84 0.13
N -1.65 -0.73 0.13
N 0.07 -0.04 1.36
O 1.81 -1.88 1.07
S 1.43 1.50 -0.47
H -1.83 -0.34 2.22
H -1.03 0.35 -1.44
H -0.54 -1.31 -1.54
H 3.89 -0.63 -0.21
H 2.77 -0.25 -1.61
H 3.15 -1.85 -1.35
H -3.15 -0.70 -1.25
H -3.47 -2.10 -0.11
H -3.71 -0.45 0.44
H -0.22 2.44 1.00
H -0.07 3.27 -0.72
H 1.12 3.49 0.42
H 0.67 0.24 2.22
*
```

=====

Below is a structure of composition C7H13N3 at a distorted geometry, with properties calculated with ωB97M-V/def2-TZVPD.

Computed properties:
Energy above the lowest of the compared OMol25 structures with the same formula, charge and spin ... 189.5 kcal/mol
HOMO level ... -9.4905 eV
Kohn-Sham gap ... 9.61 eV
Calculated total energy ... -11931.7141 eV

Structure (ORCA input):
```
! wB97M-V def2-TZVPD RIJCOSX def2/J DEFGRID3
* xyz 0 1
C -1.33 0.50 1.15
C -0.78 0.47 -0.28
C -0.36 -0.95 -0.66
C 1.04 -1.23 -0.54
C 1.70 -0.72 0.76
C 1.91 0.85 0.24
C 0.58 1.17 -0.62
H -1.67 1.57 1.44
H -0.61 0.20 2.03
H -1.36 0.70 -1.13
H -0.97 -1.34 -1.62
H -1.07 -1.59 -0.11
H 1.37 -2.20 -0.36
H 1.67 -0.60 -1.36
H 2.61 -1.37 1.08
H 0.96 -0.93 1.61
H 2.09 1.96 0.98
H 2.89 0.72 -0.72
H 0.81 1.12 -1.65
H 0.26 2.16 -0.67
N -3.87 0.08 -0.94
N -3.28 -0.05 0.14
N -2.56 -0.52 1.23
*
```

=====

Below is the ion C7H13N3O2 with charge +2 at a distorted geometry, with properties calculated with ωB97M-V/def2-TZVPD.

Computed properties:
Energy above the lowest of the compared OMol25 structures with the same formula, charge and spin ... 40.2 kcal/mol
HOMO level (alpha / beta) ... -16.5551 / -16.5591 eV
Kohn-Sham gap (alpha / beta) ... 6.61 / 6.54 eV
Calculated total energy ... -16010.5505 eV

Structure (ORCA input):
```
! wB97M-V def2-TZVPD RIJCOSX def2/J DEFGRID3
* xyz 2 1
C -0.75 -2.74 1.72
C -0.95 0.25 -2.06
C 0.71 0.84 1.62
C -1.71 -0.62 -1.01
C 1.18 0.85 0.16
C 0.71 -0.50 -0.62
C -0.57 -1.13 -0.14
N -0.69 -1.94 0.91
N -2.70 0.08 -0.21
N 2.68 1.20 0.01
O 0.45 -0.06 -1.91
O -0.56 0.59 1.71
H -0.81 -2.93 2.74
H -0.98 -0.06 -3.04
H -1.18 1.23 -1.88
H 1.29 0.11 2.36
H 0.84 1.99 2.07
H -2.25 -1.48 -1.71
H 0.62 1.44 -0.54
H 1.61 -1.05 -0.44
H -3.54 -0.51 -0.13
H -2.28 0.57 0.62
H 2.87 1.93 0.62
H 2.80 1.51 -1.00
H 3.20 0.42 0.15
*
```

=====

Below is the ion C7H13N4 with charge +1 at a distorted geometry, with properties calculated with ωB97M-V/def2-TZVPD.

Computed properties:
Energy above the lowest of the compared OMol25 structures with the same formula, charge and spin ... 138.1 kcal/mol
HOMO level ... -11.3824 eV
Kohn-Sham gap ... 8.13 eV
Calculated total energy ... -13418.7037 eV

Structure (ORCA input):
```
! wB97M-V def2-TZVPD RIJCOSX def2/J DEFGRID3
* xyz 1 1
C 1.06 0.20 -1.02
C -1.39 -0.05 0.88
C 1.14 -0.53 -2.13
C -2.59 -0.97 0.84
C 0.92 0.22 0.51
C 0.73 1.75 0.29
C 0.14 -1.99 0.82
N -0.24 -0.60 0.86
N 1.02 1.65 -1.04
N 0.64 2.91 0.94
N 1.07 2.61 -1.98
H 1.16 0.09 -3.06
H 1.25 -1.59 -2.12
H -2.58 -1.70 0.12
H -2.61 -1.41 1.88
H 1.87 -0.02 1.06
H 0.56 -2.27 1.79
H -0.75 -2.60 0.48
H 0.84 -2.04 -0.08
H 0.44 3.08 2.01
H 0.80 3.67 0.38
H 0.53 2.37 -2.87
H 1.92 3.04 -2.11
H -3.47 -0.30 0.60
*
```

=====

Below is a structure of composition C7H13N4 at a distorted geometry, with properties calculated with ωB97M-V/def2-TZVPD.

Computed properties:
Energy above the lowest of the compared OMol25 structures with the same formula, charge and spin ... 90.5 kcal/mol
HOMO level ... -12.7451 eV
Kohn-Sham gap ... 9.32 eV
Calculated total energy ... -13420.7673 eV

Structure (ORCA input):
```
! wB97M-V def2-TZVPD RIJCOSX def2/J DEFGRID3
* xyz 1 1
C 3.17 0.78 -0.55
C 2.44 0.67 -1.68
C 2.54 0.49 0.68
C 1.06 0.25 -1.70
C 1.24 0.21 0.69
C 0.46 0.04 -0.46
C -0.97 -0.30 -0.42
N -1.83 1.46 -0.10
N -0.60 -1.53 1.61
N -1.44 -1.04 0.58
N -2.79 -1.52 0.32
H 4.19 1.20 -0.66
H 2.96 0.92 -2.64
H 3.03 0.62 1.70
H 0.51 0.05 -2.60
H 0.62 0.12 1.61
H -1.43 -0.19 -1.35
H -2.78 1.69 -0.38
H -1.18 1.87 -0.72
H -0.02 -2.24 1.41
H -1.13 -1.71 2.43
H -1.73 1.78 0.85
H -3.48 -1.13 0.87
H -2.82 -2.47 0.51
*
```

=====

Below is a cluster of 2 separate species, C7H13N4O2 in total at a distorted geometry, with properties calculated with ωB97M-V/def2-TZVPD.

Computed properties:
Energy above the lowest of the compared OMol25 structures with the same formula, charge and spin ... 181.4 kcal/mol
HOMO level (alpha / beta) ... -8.5189 / -12.9360 eV
Kohn-Sham gap (alpha / beta) ... 5.17 / 4.10 eV
Expectation value of S² ... 2.01
Calculated total energy ... -17506.7969 eV

Structure (ORCA input):
```
! wB97M-V def2-TZVPD RIJCOSX def2/J DEFGRID3
* xyz 1 3
C -3.16 1.16 1.15
C 1.90 2.45 -1.19
C 0.44 2.44 -0.73
C -2.65 -1.22 -0.88
C -1.76 -0.26 -1.59
C 0.71 -2.04 2.00
C 1.91 -0.29 0.93
N -2.17 0.69 0.62
N 1.25 1.32 -0.52
N 0.74 -1.20 1.08
N -1.74 -0.41 -0.15
O -3.90 1.75 1.84
O 1.54 1.01 0.92
H 2.13 2.06 -2.27
H 2.63 3.00 -0.64
H 0.29 3.01 0.14
H -0.36 2.50 -1.56
H -3.79 -1.04 -0.91
H -2.51 -2.33 -1.06
H -0.92 -0.60 -2.07
H -2.25 0.57 -2.15
H 1.55 -2.08 2.75
H -0.09 -2.74 2.00
H 2.47 -0.58 -0.08
H 2.62 -0.37 1.79
H -0.18 -1.00 0.60
*
```

=====

Below is a cluster of 2 separate species, C7H13NO in total at a distorted geometry, with properties calculated with ωB97M-V/def2-TZVPD.

Computed properties:
Energy above the lowest of the compared OMol25 structures with the same formula, charge and spin ... 40.6 kcal/mol
HOMO level ... -9.6245 eV
Kohn-Sham gap ... 10.18 eV
Calculated total energy ... -11005.9911 eV
Structure (SMILES) ... [H]/N=C(/C)C(=C)C.CC=O

Structure (ORCA input):
```
! wB97M-V def2-TZVPD RIJCOSX def2/J DEFGRID3
* xyz 0 1
C -2.07 0.58 1.77
C 1.13 1.71 -0.95
C -2.02 0.56 0.27
C 1.05 0.51 -0.06
N 1.13 0.72 1.19
O -1.96 1.53 -0.43
H 1.09 -0.11 1.77
H -1.60 1.48 2.15
H -3.10 0.56 2.08
H -1.59 -0.28 2.20
H 1.31 2.59 -0.34
H 1.92 1.58 -1.69
H 0.19 1.87 -1.47
C 0.90 -2.01 0.23
C 0.70 -0.81 -0.67
C 0.68 -0.97 -2.00
H -1.90 -0.50 -0.23
H 1.88 -2.00 0.70
H 0.83 -2.94 -0.35
H 0.14 -2.03 1.01
H 0.54 -1.93 -2.47
H 0.74 -0.14 -2.69
*
```